1.
{
  "formula": "C44H32CrO4P",
  "method": "wB97M-V/def2-TZVPD",
  "elements": ["O", "C", "Cr", "C", "O", "C", "O", "C", "C", "C", "C", "C", "C", "C", "C", "C", "C", "C", "C", "C", "C", "C", "C", "C", "C", "C", "C", "C", "H", "H", "H", "H", "H", "H", "H", "H", "H", "H", "H", "H", "H", "H", "H", "C", "C", "C", "C", "P", "C", "C", "C", "C", "C", "C", "C", "C", "C", "C", "C", "C", "C", "C", "O", "C", "C", "H", "H", "H", "H", "H", "H", "H", "H", "H", "H", "H", "H", "H", "H", "H", "H", "H"],
  "xyz": [[5.319, -3.982, 5.214], [4.313, -3.478, 5.029], [2.653, -2.678, 4.701], [3.444, -1.012, 4.315], [3.910, 0.000, 4.073], [2.432, -2.174, 6.499], [2.276, -1.869, 7.587], [1.451, -4.479, 4.761], [2.302, -4.526, 3.628], [2.332, -3.453, 2.708], [1.495, -2.306, 2.900], [1.584, -1.195, 2.029], [1.877, -0.169, 1.403], [2.447, 0.951, 0.860], [2.424, 2.160, 1.661], [1.635, 2.217, 2.823], [1.595, 3.344, 3.606], [2.352, 4.450, 3.271], [3.155, 4.420, 2.149], [3.181, 3.301, 1.362], [3.103, 0.802, -0.424], [2.933, -0.381, -1.165], [3.565, -0.565, -2.370], [4.394, 0.415, -2.878], [4.591, 1.585, -2.171], [3.952, 1.771, -0.975], [0.646, -2.272, 4.057], [0.607, -3.360, 4.961], [1.446, -5.307, 5.473], [2.981, -5.372, 3.493], [3.002, -3.486, 1.844], [1.056, 1.355, 3.101], [0.977, 3.363, 4.489], [2.330, 5.327, 3.897], [3.767, 5.270, 1.896], [3.858, 3.226, 0.394], [2.290, -1.150, -0.777], [3.417, -1.481, -2.918], [4.903, 0.259, -3.814], [5.251, 2.346, -2.552], [4.096, 2.753, -0.329], [0.056, -1.375, 4.248], [-0.057, -3.325, 5.828], [-6.401, 1.565, -4.637], [-5.136, 1.442, -5.175], [-4.060, 1.172, -4.350], [-4.254, 1.029, -2.995], [-2.866, 0.675, -1.897], [-3.145, -0.903, -1.073], [-2.583, -1.128, 0.164], [-2.796, -2.332, 0.808], [-3.559, -3.310, 0.201], [-4.102, -3.090, -1.050], [-3.893, -1.880, -1.688], [-1.350, 0.568, -2.861], [-0.611, 1.705, -3.086], [0.541, 1.636, -3.848], [0.938, 0.428, -4.384], [0.188, -0.710, -4.164], [-0.963, -0.638, -3.401], [-2.699, 1.974, -0.667], [-3.081, 3.245, -0.992], [-2.977, 4.242, -0.279], [-5.514, 1.145, -2.456], [-6.593, 1.415, -3.278], [-7.241, 1.778, -5.278], [-4.988, 1.556, -6.237], [-3.069, 1.071, -4.759], [-1.974, -0.366, 0.620], [-2.370, -2.503, 1.783], [-3.732, -4.246, 0.705], [-4.689, -3.857, -1.527], [-4.311, -1.695, -2.664], [-0.940, 2.643, -2.669], [1.123, 2.525, -4.024], [1.835, 0.374, -4.979], [0.496, -1.652, -4.587], [-1.563, -1.516, -3.227], [-2.254, 1.776, 0.284], [-3.519, 3.413, -1.969], [-5.649, 1.022, -1.393], [-7.581, 1.508, -2.858]],
  "forces_ev_per_angstrom": [[-1.0, 0.4, -0.2], [1.9, -0.7, 0.3], [0.2, -0.6, 0.8], [1.0, 2.3, -0.6], [-0.6, -1.3, 0.3], [-0.2, 0.7, 2.0], [0.1, -0.4, -1.2], [-0.3, -0.6, 0.0], [-0.2, 0.1, -0.1], [0.0, -0.2, -0.6], [-0.4, -0.3, -0.2], [0.2, 1.3, -0.8], [-0.4, -2.3, 1.6], [0.3, 0.8, -0.4], [-0.2, 0.3, 0.3], [0.1, -0.2, -0.2], [-0.1, 0.0, 0.2], [0.0, 0.3, 0.2], [0.1, 0.2, 0.1], [1.3, -0.3, -1.8], [0.2, -0.2, -0.4], [-0.1, 0.1, 0.3], [0.0, -0.2, -0.1], [0.2, -0.1, -0.3], [0.1, 0.1, -0.2], [0.2, 1.8, 1.3], [-0.5, 0.3, -0.1], [-0.1, 0.0, -0.4], [0.0, 0.4, -0.2], [-0.3, 0.3, 0.0], [-0.3, 0.1, 0.4], [-0.2, -0.2, 0.1], [-0.1, 0.0, 0.1], [0.0, 0.2, 0.1], [0.1, 0.1, -0.1], [-2.6, 2.7, 5.6], [-0.2, -0.2, 0.0], [-0.1, -0.1, -0.1], [0.1, 0.0, -0.2], [0.1, 0.1, -0.1], [1.0, -4.3, -5.1], [0.1, -0.3, -0.1], [0.3, 0.1, -0.2], [-0.1, 0.0, -0.1], [0.1, 0.0, -0.2], [0.2, 0.0, -0.4], [0.9, -0.4, 0.2], [0.3, 2.5, 2.2], [0.2, 0.5, -0.7], [0.3, -0.1, 0.5], [0.1, 0.2, 0.1], [-0.1, -0.2, 0.0], [-0.1, -0.1, -0.1], [-0.3, -0.4, -0.2], [-0.8, -0.5, 0.0], [0.2, 0.6, 0.0], [0.0, 0.1, 0.0], [0.2, 0.0, -0.1], [0.0, -0.3, 0.0], [0.2, -0.4, -0.3], [-0.2, -3.1, -1.4], [-0.3, 1.8, 0.2], [0.1, 0.3, 0.4], [-0.7, 0.0, 0.4], [0.0, 0.0, 0.3], [-0.1, 0.0, -0.1], [0.0, 0.0, -0.1], [0.2, 0.0, -0.2], [0.0, 0.1, 0.2], [0.1, 0.0, 0.2], [0.0, -0.2, 0.1], [-0.1, -0.1, -0.1], [-0.2, 0.0, -0.2], [0.0, 0.1, 0.1], [0.1, 0.2, 0.0], [0.2, 0.0, -0.1], [0.0, -0.2, -0.1], [0.0, -0.3, 0.0], [0.2, -0.2, 0.4], [-0.4, -0.2, -0.9], [-0.1, 0.1, 0.2], [-0.1, 0.0, 0.1]],
  "fmax_ev_per_a": 6.75,
  "e_tot_ev": -92035.9607,
  "total_charge": 1,
  "orbital_gap_ha": [0.2033, 0.1208],
  "relative_energy_kj_mol": 122.3,
  "spin_multiplicity": 3
}



2.
{
  "formula": "C44H34Cl2CrI2NO4P",
  "method": "wB97M-V/def2-TZVPD",
  "elements": ["Cr", "I", "C", "C", "C", "I", "C", "C", "C", "C", "N", "C", "C", "O", "H", "H", "H", "H", "Cl", "C", "C", "C", "C", "C", "C", "P", "C", "C", "C", "C", "C", "C", "C", "C", "C", "C", "C", "C", "H", "H", "H", "H", "H", "H", "H", "H", "H", "H", "H", "H", "H", "H", "Cl", "C", "C", "C", "C", "O", "C", "C", "O", "C", "H", "H", "H", "H", "C", "C", "C", "C", "C", "C", "C", "O", "C", "C", "C", "H", "H", "H", "H", "H", "H", "H", "H", "H", "H", "H", "H"],
  "xyz": [[-1.329, -0.475, 0.678], [-3.961, -2.148, 4.905], [-4.182, -2.618, 2.894], [-5.192, -3.501, 2.490], [-5.375, -3.840, 1.174], [-6.907, -5.166, 0.673], [-4.525, -3.288, 0.182], [-4.612, -3.539, -1.205], [-3.739, -2.938, -2.073], [-2.760, -2.075, -1.564], [-2.649, -1.825, -0.278], [-3.508, -2.406, 0.604], [-3.303, -2.037, 1.984], [-2.347, -1.234, 2.288], [-5.840, -3.921, 3.247], [-5.377, -4.210, -1.570], [-3.790, -3.121, -3.136], [-2.042, -1.590, -2.213], [0.164, -3.866, -0.571], [1.244, -3.721, -1.925], [1.616, -4.885, -2.586], [2.486, -4.813, -3.658], [2.983, -3.583, -4.066], [2.603, -2.432, -3.400], [1.724, -2.471, -2.314], [1.184, -0.950, -1.437], [1.490, 0.299, -2.744], [0.469, 0.487, -3.678], [0.602, 1.411, -4.702], [1.755, 2.178, -4.797], [2.772, 2.009, -3.869], [2.642, 1.074, -2.851], [2.561, -0.631, -0.290], [3.635, -1.490, -0.092], [4.601, -1.193, 0.862], [4.509, -0.033, 1.613], [3.441, 0.833, 1.416], [2.470, 0.532, 0.478], [1.218, -5.832, -2.249], [2.774, -5.720, -4.174], [3.666, -3.518, -4.903], [2.995, -1.478, -3.728], [-0.438, -0.103, -3.599], [-0.196, 1.536, -5.423], [1.860, 2.906, -5.591], [3.674, 2.603, -3.939], [3.444, 0.945, -2.134], [3.715, -2.403, -0.669], [5.426, -1.877, 1.017], [5.258, 0.191, 2.361], [3.352, 1.732, 2.013], [1.616, 1.192, 0.359], [3.030, -0.595, 6.652], [2.205, -0.820, 5.136], [2.403, -2.029, 4.428], [1.784, -2.247, 3.238], [0.906, -1.273, 2.653], [0.371, -1.496, 1.529], [0.726, -0.057, 3.394], [-0.043, 1.015, 2.894], [-0.669, 1.075, 1.815], [1.387, 0.139, 4.634], [3.060, -2.778, 4.852], [1.933, -3.166, 2.686], [-0.066, 1.924, 3.515], [1.235, 1.067, 5.171], [-0.975, 6.336, 2.392], [-1.132, 5.209, 1.413], [-0.203, 5.003, 0.405], [-0.343, 3.969, -0.511], [0.702, 3.789, -1.584], [-1.432, 3.104, -0.378], [-1.520, 1.971, -1.313], [-1.521, 0.794, -0.986], [-2.391, 3.282, 0.634], [-3.598, 2.402, 0.811], [-2.222, 4.349, 1.503], [-0.024, 6.848, 2.257], [-1.024, 5.971, 3.419], [-1.774, 7.069, 2.269], [0.656, 5.661, 0.327], [0.729, 4.658, -2.243], [0.544, 2.905, -2.202], [1.692, 3.687, -1.137], [-1.590, 2.194, -2.385], [-3.631, 1.560, 0.124], [-4.511, 2.983, 0.666], [-3.616, 1.995, 1.823], [-2.958, 4.505, 2.285]],
  "forces_ev_per_angstrom": [[0.0, -0.1, 0.4], [0.0, 0.0, 0.0], [0.0, 0.0, 0.0], [-0.1, -0.1, -0.1], [0.1, 0.1, 0.1], [0.0, 0.0, 0.0], [-0.1, -0.1, 0.0], [0.1, 0.0, 0.0], [-0.1, 0.0, 0.1], [0.1, -0.1, 0.1], [0.2, 0.2, -0.1], [0.0, 0.0, 0.0], [0.1, -0.1, 0.1], [-0.2, 0.1, -0.2], [0.0, 0.0, 0.0], [0.0, 0.0, 0.0], [0.0, 0.0, 0.0], [0.0, 0.0, 0.0], [0.0, 0.0, 0.0], [0.0, 0.0, 0.0], [0.0, 0.0, 0.1], [0.0, 0.0, 0.0], [0.0, 0.0, 0.0], [0.0, 0.0, 0.1], [0.1, -0.1, -0.1], [-0.1, 0.0, 0.0], [0.0, 0.0, 0.0], [0.0, 0.0, 0.0], [0.0, 0.0, 0.0], [0.0, 0.0, 0.0], [0.0, 0.0, 0.0], [0.0, 0.0, 0.0], [0.0, 0.0, 0.0], [0.0, 0.0, 0.0], [0.0, 0.0, 0.0], [0.0, 0.0, 0.0], [0.0, 0.0, 0.0], [0.0, 0.0, 0.0], [0.0, 0.0, 0.0], [0.0, 0.0, 0.0], [0.0, 0.0, 0.0], [0.0, 0.0, 0.0], [0.0, 0.0, 0.0], [0.0, 0.0, 0.0], [0.0, 0.0, 0.0], [0.0, 0.0, 0.0], [0.0, 0.0, 0.0], [0.0, 0.0, 0.0], [0.0, 0.0, 0.0], [0.0, 0.0, 0.0], [0.0, 0.0, 0.0], [0.0, 0.0, 0.0], [0.0, 0.0, 0.1], [0.0, 0.0, 0.0], [0.0, 0.0, -0.1], [0.0, 0.0, 0.0], [0.0, 0.0, -0.1], [-0.1, 0.0, 0.0], [0.0, 0.0, 0.0], [0.1, 0.1, 0.0], [-0.1, 0.0, 0.0], [0.0, 0.0, 0.0], [0.0, 0.0, 0.0], [0.0, 0.0, 0.0], [0.0, 0.0, 0.0], [0.0, 0.0, 0.0], [0.0, 0.0, 0.0], [0.0, -0.1, 0.0], [0.0, 0.0, 0.0], [0.0, 0.1, -0.1], [0.0, 0.0, 0.0], [-0.1, 0.0, 0.2], [0.0, -0.2, 0.1], [-0.1, 0.1, -0.2], [0.2, 0.1, 0.0], [0.0, -0.1, 0.0], [0.0, 0.0, -0.1], [0.0, 0.0, 0.0], [0.0, 0.0, 0.0], [0.0, 0.0, 0.0], [0.0, 0.0, 0.0], [0.0, 0.0, 0.0], [0.0, 0.0, 0.0], [0.0, 0.0, 0.0], [0.1, 0.0, -0.1], [0.0, 0.0, 0.0], [0.0, 0.0, 0.0], [0.0, 0.0, 0.0], [0.0, 0.0, 0.0]],
  "fmax_ev_per_a": 0.43,
  "e_tot_ev": -134819.5709,
  "orbital_gap_ha": [0.2544, 0.2569],
  "relative_energy_kj_mol": 45.3,
  "spin_multiplicity": 5
}